Entry 1:
Entry from the OMol25 dataset: the ion C3H3N2O3 with charge -1 (ωB97M-V with the def2-TZVPD basis set).

Each line ends with the natural charge from an NBO analysis.
CARTESIAN COORDINATES (ANGSTROEM)
1 C -1.282 1.011 0.318  0.400
2 C -0.621 -0.956 -0.211  0.556
3 C 0.504 0.252 -0.627  0.081
4 N -1.592 -0.240 0.398  -0.584
5 N 1.454 -0.086 0.434  -0.290
6 O 2.327 -0.966 0.070  -0.735
7 O -0.505 -2.177 -0.209  -0.604
8 O -0.217 1.408 -0.330  -0.471
9 H -2.054 1.859 0.555  0.163
10 H 1.081 0.338 -1.635  0.200
11 H 0.904 -0.445 1.238  0.284

Output
* ΔE to the lowest compared entry with this formula, charge and spin: 4.954 eV
* F_max: 3.79 eV/Å
* electronic energy: -451.25264 Ha
* net charge: -1
* SMILES: O=C1N=CO[C@H]1N[O-]

Entry 2:
Entry from the OMol25 dataset: a cluster of 2 separate species, C3H3N2O3 in total (ωB97M-V with the def2-TZVPD basis set).

Each line ends with the natural charge from an NBO analysis.
CARTESIAN COORDINATES (ANGSTROEM)
1 C -2.214 -0.316 0.438  0.793
2 C 0.548 -1.271 -0.263  0.880
3 C 1.550 0.806 -0.245  -0.412
4 N -1.050 -0.099 0.956  -0.452
5 N 1.450 -0.492 -0.636  -0.621
6 O -3.125 -1.033 0.214  -0.664
7 O -1.858 0.975 0.177  -0.527
8 O 0.062 -2.331 -0.323  -0.553
9 H 2.195 1.537 -0.916  0.161
10 H 0.590 1.300 -0.189  0.218
11 H 1.852 0.926 0.788  0.177

Output
* ΔE to the lowest compared entry with this formula, charge and spin: 3.589 eV
* F_max: 4.84 eV/Å
* electronic energy: -451.30281 Ha
* net charge: -1

Entry 3:
Entry from the OMol25 dataset: a structure of composition C3H3N2O3 (ωB97M-V with the def2-TZVPD basis set).

Each line ends with the natural charge from an NBO analysis.
CARTESIAN COORDINATES (ANGSTROEM)
1 C -1.086 0.602 -0.088  0.448
2 C 1.283 0.246 -0.115  0.728
3 C -1.080 -0.888 0.327  0.156
4 N 0.216 1.071 -0.483  -0.697
5 N 0.866 -0.752 0.594  -0.829
6 O -1.729 -1.305 1.319  -0.428
7 O -2.025 1.330 -0.178  -0.612
8 O 2.393 0.577 -0.502  -0.747
9 H -0.731 -1.444 -0.661  0.227
10 H 0.346 1.987 -0.968  0.405
11 H 1.547 -1.422 0.753  0.347

Output
* ΔE to the lowest compared entry with this formula, charge and spin: 0.407 eV
* F_max: 4.35 eV/Å
* electronic energy: -451.25282 Ha
* net charge: -1
* spin multiplicity: 3
* expectation value of S²: 2.01

Entry 4:
Entry from the OMol25 dataset: an isolated molecule of C3H3N2OP (ωB97M-V with the def2-TZVPD basis set).

Each line ends with the natural charge from an NBO analysis.
CARTESIAN COORDINATES (ANGSTROEM)
1 C 0.474 -0.702 -0.837  0.013
2 C 0.145 0.674 0.871  0.022
3 C -0.555 -0.050 -0.102  -0.623
4 N 1.650 -0.398 -0.353  -0.237
5 N 1.443 0.432 0.675  -0.321
6 O -3.215 -0.835 -1.397  -0.863
7 P -2.322 0.141 -0.037  1.119
8 H 0.379 -1.367 -1.667  0.235
9 H -0.224 1.308 1.649  0.234
10 H 2.226 0.795 1.198  0.421

Output
* ΔE to the lowest compared entry with this formula, charge and spin: 2.567 eV
* F_max: 8.39 eV/Å
* electronic energy: -642.11354 Ha
* SMILES: O=Pc1cn[nH]c1